No. 1
Here is a structure of composition C13H21AuCl3GeIN4O3 in a non-equilibrium geometry from OMol25. Energies are from wB97M-V/def2-TZVPD.

Properties
total charge	+3
lowest unoccupied orbital energy (spin up / spin down)	-13.45 / -13.46	eV
⟨S²⟩	0.75
2S+1	2
highest occupied orbital energy (spin up / spin down)	-0.62156 / -0.62151	Eh
HOMO-LUMO gap (spin up / spin down)	3.46 / 3.46	eV

Last column: natural (NBO) charge in e.
CARTESIAN COORDINATES (ANGSTROEM)
Au 0.153 0.348 0.016  1.2495
I 5.373 -1.309 -0.210  0.2049
Ge -3.731 -0.107 -1.464  1.4000
Cl -4.285 0.639 -3.430  -0.1445
Cl -4.440 -2.318 -1.579  -0.1916
Cl -5.263 0.550 -0.042  -0.1721
O 1.833 -1.085 0.526  -0.6817
O -0.992 -1.530 -0.481  -0.7749
O -1.625 1.629 -0.455  -0.7477
N -1.443 -3.704 -0.021  -0.3147
N -1.190 3.509 0.755  -0.5261
N 1.515 1.961 0.461  -0.5080
N 2.078 -2.207 -1.418  -0.7595
C 2.443 -1.896 -0.186  0.6782
C -1.827 -3.991 -1.364  -0.4541
C -0.309 2.929 1.751  -0.2687
C -1.585 -4.747 0.961  -0.4199
C 2.765 1.906 0.014  0.0680
C -1.789 2.854 -0.229  0.7275
C 2.023 3.913 1.695  -0.2078
C -1.062 -2.487 0.323  0.5251
C 3.714 2.841 0.391  -0.2063
C 1.127 2.933 1.288  0.1974
C 3.336 3.863 1.249  -0.0842
C -2.701 3.659 -1.093  -0.7052
C 3.681 -2.551 0.371  -0.6205
H 2.609 -2.839 -2.002  0.4415
H 3.014 1.100 -0.658  0.2295
H 1.301 -1.727 -1.853  0.4093
H -2.641 -5.001 1.092  0.2387
H -0.795 -2.356 1.375  0.1775
H 4.053 4.606 1.571  0.2684
H -3.482 3.031 -1.518  0.2425
H 3.868 -3.551 -0.016  0.2643
H -1.353 4.507 0.820  0.4447
H -3.150 4.490 -0.553  0.2679
H -1.829 -5.062 -1.553  0.2529
H -1.197 -3.457 -2.076  0.2227
H -1.183 -4.437 1.926  0.2308
H -2.123 4.066 -1.926  0.2844
H 3.657 -2.554 1.459  0.2742
H 4.723 2.750 0.022  0.2688
H 1.693 4.697 2.359  0.2563
H -0.620 1.897 1.944  0.2208
H -1.067 -5.650 0.629  0.2427
H -2.865 -3.616 -1.540  0.2273
H -0.412 3.507 2.671  0.2716

=====

No. 2
Here is a cluster of 2 separate species, C6H9FO3 in total in a non-equilibrium geometry from OMol25. Energies are from wB97M-V/def2-TZVPD.

Properties
lowest unoccupied orbital energy	0.57	eV
highest occupied orbital energy	-0.37207	Eh
structure (SMILES)	CC(C)[C@@H](F)C=O.O=C=O
HOMO-LUMO gap	10.69	eV

Last column: natural (NBO) charge in e.
CARTESIAN COORDINATES (ANGSTROEM)
F -0.208 1.823 1.636  -0.3730
O 3.768 -1.050 -1.919  -0.4844
O 2.379 -0.554 -0.202  -0.5489
O 1.036 1.468 -1.562  -0.5309
C -0.558 -0.225 0.515  -0.2424
C -0.770 -0.855 -0.837  -0.6280
C -0.352 1.318 0.342  0.0987
C 0.925 1.542 -0.360  0.4173
C 3.101 -0.806 -1.052  1.0398
C -1.735 -0.583 1.390  -0.6127
H -1.677 -0.106 2.448  0.2348
H -1.322 1.780 -0.059  0.1931
H -1.694 -0.580 -1.332  0.2121
H 0.445 -0.512 0.906  0.2214
H 0.072 -0.714 -1.581  0.2311
H -0.786 -1.969 -0.742  0.2109
H -2.554 -0.079 0.887  0.2005
H 1.763 1.777 0.294  0.1371
H -1.831 -1.676 1.228  0.2234

=====

No. 3
Here is the ion C6H12NS with charge +1 in a non-equilibrium geometry from OMol25. Energies are from wB97M-V/def2-TZVPD.

Properties
total charge	+1
lowest unoccupied orbital energy	-5.65	eV
highest occupied orbital energy	-0.48613	Eh
HOMO-LUMO gap	7.57	eV

Last column: natural (NBO) charge in e.
CARTESIAN COORDINATES (ANGSTROEM)
S 0.843 1.354 -1.232  0.6725
N 1.044 -0.036 1.349  -0.3909
C 0.732 -0.075 -2.074  -0.1062
C -0.489 1.330 0.106  -0.3620
C 1.623 -0.930 2.336  -0.4262
C -1.939 1.319 -0.405  -0.6220
C 0.020 -1.279 -1.718  -0.7329
C -0.135 0.345 1.179  0.0673
H -1.978 0.481 -1.083  0.2120
H 0.557 -2.278 -1.975  0.3023
H 0.972 -1.693 2.506  0.1981
H -0.830 -1.370 -2.425  0.3005
H -2.215 2.082 -1.133  0.2488
H 1.463 -0.057 -2.852  0.2480
H -0.197 -1.060 -0.713  0.2514
H -0.930 -0.074 1.897  0.1857
H -2.546 1.358 0.557  0.2593
H -0.391 2.299 0.421  0.2510
H 2.675 -1.308 2.073  0.2220
H 1.721 -0.407 3.184  0.2212

=====

No. 4
Here is an isolated molecule of C5H5N3O2 in a non-equilibrium geometry from OMol25. Energies are from wB97M-V/def2-TZVPD.

Properties
lowest unoccupied orbital energy	-0.24	eV
highest occupied orbital energy	-0.30170	Eh
structure (SMILES)	O=Cn1cccn/c1=N\O
HOMO-LUMO gap	7.97	eV

Last column: natural (NBO) charge in e.
CARTESIAN COORDINATES (ANGSTROEM)
O -0.388 -2.122 -2.348  -0.5039
O -0.688 -0.929 3.057  -0.4907
N -0.319 -1.809 -1.079  -0.1729
N 0.296 0.341 -1.613  -0.5158
N -0.106 -0.400 0.809  -0.5007
C 0.458 1.524 -1.169  0.1656
C 0.029 0.924 1.139  0.0998
C -0.111 -0.635 -0.758  0.4697
C 0.256 1.915 0.217  -0.4185
C -0.320 -1.362 2.042  0.5968
H -0.125 1.315 2.138  0.2310
H -0.204 -1.511 -2.888  0.4503
H -0.121 -2.365 1.658  0.1674
H 0.963 2.175 -1.818  0.1886
H 0.380 2.939 0.614  0.2332

=====

No. 5
Here is an isolated molecule of C5H9NO in a non-equilibrium geometry from OMol25. Energies are from wB97M-V/def2-TZVPD.

Properties
lowest unoccupied orbital energy	0.60	eV
highest occupied orbital energy	-0.27094	Eh
structure (SMILES)	C=C/C(C)=C(\N)O
HOMO-LUMO gap	7.97	eV

Last column: natural (NBO) charge in e.
CARTESIAN COORDINATES (ANGSTROEM)
O -2.182 0.693 -0.508  -0.6756
N -1.767 -1.418 0.299  -0.8273
C 2.411 -0.521 -0.115  -0.4658
C 0.046 0.256 0.134  -0.2035
C -1.214 -0.211 -0.152  0.5126
C 0.358 1.722 0.221  -0.6286
C 1.093 -0.693 -0.052  -0.1742
H -3.044 0.366 -0.221  0.4764
H -0.558 2.293 0.346  0.2279
H 0.849 2.070 -0.688  0.2110
H -1.073 -2.112 0.533  0.3929
H -2.468 -1.806 -0.321  0.3701
H 1.031 1.909 1.057  0.2160
H 2.859 0.458 -0.064  0.1927
H 3.090 -1.357 -0.077  0.2010
H 0.571 -1.650 -0.392  0.1744